Arrangement A

C5H10 | ωB97M-V with the def2-TZVPD basis set

The geometry in XYZ format:
```
15
C5H10, DFT ωB97M-V with the def2-TZVPD basis set
C -1.31 1.60 0.06
C 0.10 1.06 0.10
C 0.40 -0.24 -0.02
C -0.68 -1.32 -0.21
C 1.83 -0.72 0.08
H -1.53 2.15 0.98
H -1.45 2.27 -0.78
H -2.03 0.80 0.00
H 0.94 1.76 0.25
H -0.23 -2.31 -0.33
H -1.34 -1.37 0.69
H -1.29 -1.17 -1.12
H 1.91 -1.78 -0.10
H 2.42 -0.23 -0.68
H 2.24 -0.49 1.07
```

* SMILES string: CC=C(C)C
* net charge: 0
* E_HOMO: -8.72 eV
* orbital gap: 9.86 eV

---

Arrangement B

C5H10 | ωB97M-V with the def2-TZVPD basis set

The geometry in XYZ format:
```
15
C5H10, DFT ωB97M-V with the def2-TZVPD basis set
C 0.21 1.31 1.12
C 0.42 0.40 0.17
C 1.64 -0.47 0.12
C -0.64 0.15 -0.88
C -1.56 -1.02 -0.45
H 0.87 1.51 1.95
H -0.66 1.94 1.12
H 1.90 -0.70 -0.91
H 2.53 0.06 0.48
H 1.56 -1.40 0.68
H -0.14 -0.11 -1.81
H -1.21 1.05 -1.03
H -2.55 -0.65 -0.23
H -1.65 -1.82 -1.18
H -1.22 -1.47 0.48
```

* SMILES string: C=C(C)CC
* net charge: 0
* E_HOMO: -9.28 eV
* orbital gap: 10.44 eV

---

If we sort the structures by their calculated energies, the order from most to least stable is arrangement A, arrangement B.

---

Arrangement A

C5H10 | ωB97M-V with the def2-TZVPD basis set

The geometry in XYZ format:
```
15
C5H10, DFT ωB97M-V with the def2-TZVPD basis set
C -0.69 -0.62 -1.83
C -0.10 0.44 -0.90
C -0.33 0.20 0.60
C 0.69 -0.60 1.40
C 0.50 0.85 1.63
H -0.22 -0.48 -2.89
H -1.81 -0.62 -1.87
H -0.39 -1.67 -1.49
H 0.98 0.56 -1.10
H -0.52 1.41 -1.24
H -1.39 0.08 0.95
H 1.60 -0.89 0.81
H 0.34 -1.37 2.08
H 0.03 1.22 2.53
H 1.32 1.48 1.33
```

* SMILES string: CCC1CC1
* net charge: 0
* E_HOMO: -10.08 eV
* orbital gap: 11.40 eV

---

Arrangement B

C5H10 | ωB97M-V with the def2-TZVPD basis set

The geometry in XYZ format:
```
15
C5H10, DFT ωB97M-V with the def2-TZVPD basis set
C -1.16 0.52 -0.17
C 0.19 1.25 -0.30
C 1.28 0.15 -0.15
C 0.52 -1.18 0.03
C -0.84 -0.76 0.61
H -1.54 0.25 -1.17
H -1.93 1.13 0.31
H 0.27 1.79 -1.25
H 0.30 1.99 0.50
H 1.90 0.35 0.72
H 1.95 0.12 -1.02
H 1.05 -1.89 0.66
H 0.36 -1.66 -0.95
H -0.73 -0.53 1.68
H -1.61 -1.53 0.50
```

* SMILES string: C1CCCC1
* net charge: 0
* E_HOMO: -11.05 eV
* orbital gap: 12.31 eV

---

Arrangement C

C5H10 | ωB97M-V with the def2-TZVPD basis set

The geometry in XYZ format:
```
15
C5H10, DFT ωB97M-V with the def2-TZVPD basis set
C 0.65 -1.19 1.56
C 0.01 0.01 1.01
C -0.17 0.30 -0.28
C -1.15 1.34 -0.76
C 0.57 -0.38 -1.40
H 1.74 -1.17 1.37
H 0.52 -1.26 2.64
H 0.35 -2.14 1.10
H -0.41 0.70 1.73
H -1.75 1.07 -1.63
H -0.49 2.11 -1.19
H -1.67 1.77 0.09
H 0.06 -1.12 -2.01
H 1.43 -1.01 -1.10
H 1.04 0.44 -1.95
```

* SMILES string: CC=C(C)C
* net charge: 0
* E_HOMO: -8.57 eV
* orbital gap: 9.68 eV

---

Arrangement D

C5H10 | ωB97M-V with the def2-TZVPD basis set

The geometry in XYZ format:
```
15
C5H10, DFT ωB97M-V with the def2-TZVPD basis set
C -1.61 0.93 -0.21
C -0.24 0.49 0.29
C 0.79 0.20 -0.82
C 1.43 -0.86 0.10
C 0.08 -0.93 0.85
H -2.32 1.18 0.58
H -1.49 1.82 -0.84
H -2.05 0.15 -0.85
H 0.15 1.21 1.02
H 0.27 -0.28 -1.65
H 1.41 1.02 -1.21
H 2.20 -0.41 0.73
H 1.83 -1.77 -0.36
H 0.14 -1.04 1.94
H -0.59 -1.70 0.45
```

* SMILES string: CC1CCC1
* net charge: 0
* E_HOMO: -10.63 eV
* orbital gap: 11.94 eV

---

If we sort the structures by their calculated energies, the order from most to least stable is arrangement B, arrangement D, arrangement C, arrangement A.

---

Arrangement A

C5H10 | ωB97M-V with the def2-TZVPD basis set

The geometry in XYZ format:
```
15
C5H10, DFT ωB97M-V with the def2-TZVPD basis set
C -0.15 1.65 -1.34
C -0.41 0.35 -1.31
C 0.56 -0.65 -0.73
C 0.19 -1.13 0.69
C -0.27 -0.04 1.65
H 0.77 2.09 -0.95
H -0.83 2.39 -1.75
H -1.37 -0.04 -1.61
H 0.51 -1.52 -1.39
H 1.59 -0.31 -0.73
H 0.98 -1.74 1.09
H -0.65 -1.82 0.54
H 0.31 0.88 1.55
H -1.34 0.15 1.65
H 0.10 -0.24 2.66
```

* SMILES string: C=CCCC
* net charge: 0
* E_HOMO: -9.61 eV
* orbital gap: 10.86 eV

---

Arrangement B

C5H10 | ωB97M-V with the def2-TZVPD basis set

The geometry in XYZ format:
```
15
C5H10, DFT ωB97M-V with the def2-TZVPD basis set
C -1.35 -1.17 1.45
C -0.94 0.00 0.94
C -1.66 1.28 0.57
H -0.54 -1.83 1.68
H -2.34 -1.47 1.68
H 0.16 0.14 0.81
H -2.74 1.24 0.53
H -1.32 1.66 -0.42
H -1.27 2.02 1.21
C 2.29 0.20 -1.18
C 1.64 -0.86 -1.71
H 2.64 1.14 -1.73
H 2.16 0.32 -0.05
H 1.85 -1.05 -2.74
H 1.42 -1.64 -1.06
```

* SMILES string: C=CC.C=C
* net charge: 0
* E_HOMO: -9.57 eV
* orbital gap: 10.72 eV

---

If we sort the structures by their calculated energies, the order from most to least stable is arrangement A, arrangement B.

---

Arrangement A

CH2BrN2O3 | ωB97M-V with the def2-TZVPD basis set

The geometry in XYZ format:
```
9
CH2BrN2O3, DFT ωB97M-V with the def2-TZVPD basis set
O 2.16 -2.95 -0.36
N 1.49 -2.10 0.00
C 1.01 -1.20 0.59
N -0.27 -0.43 0.39
O -0.13 0.62 -0.45
O -1.27 -1.33 0.03
Br -3.16 -0.48 -0.05
H -0.53 -0.02 1.26
H 0.12 0.38 -1.29
```

* SMILES string: [O-][N+]#C[N@@H+](O)OBr
* net charge: +1
* E_HOMO: -15.91 eV
* orbital gap: 8.18 eV

---

Arrangement B

CH2BrN2O3 | ωB97M-V with the def2-TZVPD basis set

The geometry in XYZ format:
```
9
CH2BrN2O3, DFT ωB97M-V with the def2-TZVPD basis set
O 2.86 2.32 0.42
N 1.91 1.80 0.02
C 1.22 1.08 -0.64
N -0.10 0.40 -0.43
O 0.06 -0.62 0.42
O -1.34 1.26 0.07
Br -3.31 0.73 0.16
H -0.45 -0.17 -1.27
H 0.45 -0.38 1.35
```

* SMILES string: [O-][N+]#C[N@@H+](O)OBr
* net charge: +1
* E_HOMO: -15.69 eV
* orbital gap: 7.86 eV

---

If we sort the structures by their calculated energies, the order from most to least stable is arrangement A, arrangement B.

---

Arrangement A

C4H8O3 | ωB97M-V with the def2-TZVPD basis set

The geometry in XYZ format:
```
15
C4H8O3, DFT ωB97M-V with the def2-TZVPD basis set
C 1.65 -1.18 -1.07
O 1.48 -1.45 0.30
C 0.44 -0.93 1.10
C -0.09 0.42 0.64
O 0.60 1.37 0.35
O -1.43 0.42 0.56
C -1.98 1.58 -0.08
H 2.64 -0.72 -1.19
H 0.92 -0.50 -1.52
H 1.63 -2.14 -1.62
H -0.40 -1.63 1.21
H 0.90 -0.79 2.08
H -1.62 2.50 0.38
H -1.67 1.57 -1.13
H -3.06 1.49 0.00
```

* SMILES string: COCC(=O)OC
* net charge: 0
* E_HOMO: -9.88 eV
* orbital gap: 10.71 eV

---

Arrangement B

C4H8O3 | ωB97M-V with the def2-TZVPD basis set

The geometry in XYZ format:
```
15
C4H8O3, DFT ωB97M-V with the def2-TZVPD basis set
O 2.49 0.61 0.69
C 1.26 0.04 1.05
C 0.27 -0.03 -0.11
O 0.94 -0.26 -1.32
C -1.02 -0.83 0.10
C -1.72 0.39 -0.52
O -0.50 1.16 -0.46
H 2.59 0.43 -0.26
H 0.80 0.64 1.85
H 1.41 -0.98 1.47
H 0.44 0.44 -1.77
H -1.08 -1.78 -0.43
H -1.27 -0.95 1.15
H -2.13 0.23 -1.53
H -2.47 0.89 0.09
```

* SMILES string: OC[C@@]1(O)CCO1
* net charge: 0
* E_HOMO: -10.26 eV
* orbital gap: 11.12 eV

---

If we sort the structures by their calculated energies, the order from most to least stable is arrangement A, arrangement B.

---

Arrangement A

C4H10NO | ωB97M-V with the def2-TZVPD basis set

The geometry in XYZ format:
```
16
C4H10NO, DFT ωB97M-V with the def2-TZVPD basis set
C 1.98 0.52 -0.42
N 1.01 -0.61 -0.41
C -0.27 -0.46 0.34
C -1.50 -1.13 -0.45
C -0.81 1.08 0.79
O -1.30 0.86 2.02
H 1.53 1.21 -1.27
H 1.85 1.08 0.46
H 2.96 0.25 -0.81
H 1.39 -1.52 -0.32
H -0.12 -0.74 1.35
H -2.13 -1.79 0.24
H -1.11 -1.62 -1.35
H -2.11 -0.23 -1.02
H -1.49 1.32 0.07
H 0.12 1.77 0.79
```

* SMILES string: CN[C@H](C)C[O-]
* net charge: -1
* E_HOMO: -2.10 eV
* orbital gap: 6.20 eV

---

Arrangement B

C4H10NO | ωB97M-V with the def2-TZVPD basis set

The geometry in XYZ format:
```
16
C4H10NO, DFT ωB97M-V with the def2-TZVPD basis set
C -2.75 0.75 0.46
C 2.51 -0.14 0.18
N 2.39 0.69 1.25
C 0.99 0.00 0.33
C 0.35 -0.74 -0.98
O -0.79 -1.37 -0.78
H -3.72 1.17 0.21
H -2.59 0.02 -0.35
H -2.85 0.18 1.38
H 2.93 0.30 -0.73
H 2.78 -1.19 0.37
H -1.82 1.31 0.41
H 0.56 -0.58 1.14
H 0.53 0.99 0.28
H 1.15 -1.42 -1.36
H 0.31 0.02 -1.80
```

* net charge: -1
* E_HOMO: -3.20 eV
* orbital gap: 7.46 eV

---

Arrangement C

C4H10NO | ωB97M-V with the def2-TZVPD basis set

The geometry in XYZ format:
```
16
C4H10NO, DFT ωB97M-V with the def2-TZVPD basis set
C -0.63 1.37 -0.24
C -0.59 -0.01 0.44
N -1.87 -0.73 0.45
C 0.51 -0.89 -0.16
C 1.95 -0.39 -0.07
O 2.23 0.72 -0.78
H -0.30 1.29 -1.28
H 0.02 2.06 0.27
H -1.66 1.78 -0.26
H -0.30 0.20 1.48
H -2.56 -0.16 0.94
H -2.21 -0.78 -0.50
H 0.24 -1.02 -1.22
H 0.42 -1.90 0.28
H 2.59 -1.26 -0.38
H 2.14 -0.28 1.03
```

* SMILES string: C[C@@H](N)CC[O-]
* net charge: -1
* E_HOMO: -2.11 eV
* orbital gap: 6.32 eV

---

Arrangement D

C4H10NO | ωB97M-V with the def2-TZVPD basis set

The geometry in XYZ format:
```
16
C4H10NO, DFT ωB97M-V with the def2-TZVPD basis set
C 1.22 0.45 -0.43
N 3.92 0.14 -0.08
C 2.46 -0.25 0.21
C -3.36 0.26 0.71
C -4.05 -0.64 -0.08
O -5.27 -0.94 -0.14
H 0.79 1.18 0.25
H 0.51 -0.30 -0.76
H 1.56 0.99 -1.32
H 3.20 0.94 0.16
H 2.28 -1.25 -0.21
H 2.39 -0.39 1.28
H -2.30 0.05 0.85
H -3.94 0.88 1.38
H -3.39 -1.29 -0.73
H 3.97 0.17 -1.10
```

* net charge: -1
* E_HOMO: -2.10 eV
* orbital gap: 5.29 eV

---

If we sort the structures by their calculated energies, the order from most to least stable is arrangement C, arrangement A, arrangement D, arrangement B.